Version P
Density functional theory data (wB97M-V/def2-TZVPD) for a 2-piece molecular cluster, C4H4ClN overall.

Values from the calculation:
E_HOMO (alpha / beta) (eV): -11.31 / -9.34
Total charge: 0
M (g mol⁻¹): 101.54

Geometry (Å):
1 C 1.283 0.426 -0.130
2 N 3.113 -1.272 -0.531
3 H -1.421 1.461 0.123
4 C -1.225 0.398 0.371
5 C 0.002 -0.148 0.127
6 H 1.406 1.590 0.034
7 H -1.970 -0.071 0.784
8 C 2.332 -0.471 -0.332
9 H 0.176 -1.293 0.101
10 Cl -3.695 -0.620 -0.546

Results of the Mulliken charge analysis, in e, for atoms 1 through 5: C -0.258; N -0.327; H 0.273; C -1.037; C 0.174

---

Version Q
Density functional theory data (wB97M-V/def2-TZVPD) for the molecule C4H4ClN.

Values from the calculation:
E_HOMO (alpha / beta) (eV): -7.96 / -7.96
Total charge: 0
M (g mol⁻¹): 101.54

Geometry (Å):
1 H 1.332 -1.720 -0.171
2 H 0.044 2.585 0.311
3 C 1.188 0.534 -0.017
4 H 2.281 0.709 -0.318
5 C 0.722 -0.847 -0.169
6 Cl -2.926 0.091 -0.175
7 N -1.346 0.035 0.266
8 C 0.260 1.538 0.057
9 H -0.992 -1.928 0.093
10 C -0.564 -0.996 0.123

Results of the Mulliken charge analysis, in e, for atoms 1 through 5: H 0.367; H 0.349; C -0.192; H 0.308; C -0.623

---

Which of them is least stable? Easy: version Q.